This record from the OMol25 dataset describes a molecular structure, C41H49BrCl2GeO5SSiW in a non-equilibrium geometry. The level of theory is ωB97M-V/def2-TZVPD.

## Properties
HOMO level (spin up / spin down) = -10.228 / -10.228 eV
Calculated total energy = -225691.6616 eV
Max |F| = 1.20 eV/Å
Net charge = +1
Multiplicity = 2
Orbital gap (spin up / spin down) = 5.478 / 5.801 eV
Lowest unoccupied orbital energy (spin up / spin down) = -4.8 / -4.4 eV

CARTESIAN COORDINATES (ANGSTROEM)
W1 -0.38 0.50 0.74
Br1 -0.46 0.70 3.42
C1 1.37 0.36 3.77
C2 1.86 0.22 5.03
C3 3.24 -0.02 5.18
C4 4.07 -0.08 4.09
C5 3.56 0.09 2.78
C6 4.37 0.09 1.62
C7 3.83 0.29 0.38
C8 2.43 0.48 0.23
C9 1.60 0.42 1.33
C10 2.17 0.28 2.62
H1 1.21 0.27 5.90
H2 3.64 -0.15 6.17
H3 5.13 -0.24 4.22
H4 5.43 -0.05 1.73
H5 4.46 0.32 -0.50
H6 2.05 0.65 -0.77
C11 -1.56 -1.19 -2.07
C12 -0.70 -0.02 -2.49
C13 -1.40 0.80 -3.56
C14 0.70 -0.39 -2.91
O1 -0.55 0.89 -1.24
Si1 -0.58 2.65 -1.27
S1 -0.18 2.98 0.73
O2 -2.09 2.99 -1.70
C15 -2.77 4.14 -2.30
C16 -2.22 5.41 -1.67
C17 -2.54 4.11 -3.80
C18 -4.24 3.96 -1.97
O3 0.57 3.04 -2.32
C19 1.67 3.95 -2.56
C20 1.32 4.75 -3.80
C21 2.89 3.08 -2.81
C22 1.90 4.86 -1.36
H7 -1.81 -1.77 -2.95
H8 -2.49 -0.84 -1.62
H9 -1.03 -1.85 -1.38
H10 -1.46 0.16 -4.44
H11 -0.84 1.69 -3.83
H12 -2.41 1.08 -3.26
H13 0.63 -1.01 -3.81
H14 1.21 -0.98 -2.16
H15 1.28 0.50 -3.15
H16 -1.19 5.60 -1.98
H17 -2.25 5.34 -0.58
H18 -2.82 6.27 -1.97
H19 -1.47 4.04 -4.03
H20 -2.93 5.02 -4.25
H21 -3.05 3.26 -4.25
H22 -4.45 4.18 -0.92
H23 -4.55 2.93 -2.18
H24 -4.85 4.63 -2.58
H25 1.10 4.09 -4.64
H26 2.15 5.40 -4.08
H27 0.45 5.39 -3.63
H28 2.71 2.39 -3.63
H29 3.14 2.51 -1.91
H30 3.75 3.69 -3.07
H31 1.01 5.43 -1.11
H32 2.69 5.57 -1.60
H33 2.20 4.28 -0.48
C23 -2.59 -2.36 1.36
Ge1 -0.63 -2.10 1.40
C24 0.03 -2.56 3.20
C25 -0.79 -2.61 4.32
C26 -0.27 -2.96 5.56
C27 1.07 -3.29 5.69
C28 1.89 -3.27 4.58
C29 1.37 -2.91 3.34
C30 0.37 -3.38 0.28
C31 1.42 -2.93 -0.48
C32 2.15 -3.78 -1.34
C33 1.81 -5.09 -1.45
C34 0.76 -5.62 -0.66
C35 0.44 -7.00 -0.71
C36 -0.50 -7.54 0.12
C37 -1.14 -6.71 1.06
C38 -0.87 -5.38 1.12
C39 0.06 -4.78 0.24
H34 -2.85 -3.41 1.33
H35 -3.03 -1.87 0.50
H36 -3.02 -1.91 2.25
H37 -1.84 -2.36 4.25
H38 -0.92 -3.00 6.43
H39 1.47 -3.58 6.66
H40 2.94 -3.54 4.66
H41 2.03 -2.92 2.47
H42 1.72 -1.89 -0.41
H43 2.98 -3.38 -1.91
H44 2.34 -5.75 -2.12
H45 0.97 -7.63 -1.42
H46 -0.73 -8.59 0.07
H47 -1.85 -7.15 1.76
H48 -1.34 -4.78 1.89
Cl1 -5.00 0.35 -0.24
C40 -4.41 1.57 0.91
Cl2 -5.70 2.26 1.87
C41 -3.33 0.94 1.79
O4 -3.34 0.75 2.96
O5 -2.26 0.67 1.00
H49 -3.93 2.35 0.32

=====

This record from the OMol25 dataset describes a molecular structure, C41H49N3OS2Ti. The level of theory is ωB97M-V/def2-TZVPD.

## Properties
HOMO level = -0.125 eV
Calculated total energy = -94619.8929 eV
Max |F| = 0.64 eV/Å
Net charge = -2
Orbital gap = 4.481 eV
Lowest unoccupied orbital energy = 4.4 eV

CARTESIAN COORDINATES (ANGSTROEM)
Ti1 -0.08 -0.07 -0.39
C1 -1.54 2.00 2.70
C2 -1.61 0.57 3.14
C3 -2.56 0.14 4.06
C4 -2.58 -1.17 4.50
C5 -1.62 -2.06 4.03
C6 -0.66 -1.66 3.10
C7 0.34 -2.65 2.59
C8 -0.66 -0.34 2.62
N1 0.26 0.11 1.66
C9 1.60 0.20 2.06
C10 1.87 0.31 3.54
C11 2.52 0.27 1.08
C12 4.00 0.35 1.31
N2 2.03 0.20 -0.25
C13 2.89 0.71 -1.24
C14 3.28 -0.12 -2.31
C15 2.80 -1.54 -2.37
C16 4.10 0.37 -3.32
C17 4.57 1.67 -3.30
C18 4.21 2.49 -2.25
C19 3.38 2.04 -1.22
C20 3.02 3.03 -0.14
H1 -2.40 2.57 3.05
H2 -1.46 2.06 1.61
H3 -0.63 2.47 3.09
H4 -3.29 0.86 4.43
H5 -3.33 -1.50 5.22
H6 -1.62 -3.09 4.37
H7 0.24 -3.61 3.10
H8 1.36 -2.29 2.70
H9 0.20 -2.79 1.51
H10 1.65 -0.61 4.09
H11 1.23 1.08 3.97
H12 2.91 0.59 3.74
H13 4.24 0.23 2.37
H14 4.46 1.28 0.96
H15 4.51 -0.46 0.77
H16 1.75 -1.58 -2.66
H17 2.84 -2.00 -1.38
H18 3.40 -2.12 -3.08
H19 4.37 -0.30 -4.14
H20 5.20 2.05 -4.10
H21 4.55 3.52 -2.21
H22 3.91 3.32 0.43
H23 2.28 2.63 0.55
H24 2.61 3.94 -0.59
S1 0.17 0.80 -2.92
C21 0.08 2.36 -2.27
N3 0.04 2.64 -0.99
C22 -0.07 3.99 -0.75
C23 -0.14 4.57 0.51
C24 -0.23 5.95 0.62
C25 -0.27 6.76 -0.51
C26 -0.21 6.19 -1.78
C27 -0.11 4.81 -1.89
S2 0.00 3.81 -3.31
H25 -0.10 3.94 1.39
H26 -0.28 6.40 1.61
H27 -0.35 7.83 -0.41
H28 -0.24 6.82 -2.67
C28 -2.47 -2.87 -0.21
C29 -1.23 -3.00 -1.12
C30 -1.70 -2.79 -2.57
C31 -0.20 -1.94 -0.75
C32 -0.61 -4.39 -1.00
C33 0.52 -4.71 -1.76
C34 1.14 -5.94 -1.66
C35 0.65 -6.91 -0.79
C36 -0.46 -6.61 -0.03
C37 -1.09 -5.37 -0.14
H29 -2.84 -1.86 -0.32
H30 -2.20 -3.00 0.84
H31 -3.26 -3.58 -0.48
H32 -2.05 -1.76 -2.68
H33 -2.50 -3.48 -2.86
H34 -0.87 -2.91 -3.27
H35 0.79 -2.38 -0.56
H36 0.94 -3.95 -2.41
H37 2.03 -6.14 -2.26
H38 1.14 -7.87 -0.71
H39 -0.86 -7.35 0.66
H40 -1.95 -5.17 0.48
C38 -4.06 0.71 0.54
C39 -3.16 0.97 -0.67
C40 -3.06 2.48 -0.90
C41 -3.78 0.34 -1.92
O1 -1.90 0.40 -0.46
H41 -5.07 1.09 0.35
H42 -3.67 1.20 1.43
H43 -4.12 -0.35 0.76
H44 -4.07 2.91 -0.98
H45 -2.51 2.70 -1.82
H46 -2.55 2.98 -0.07
H47 -4.73 0.83 -2.17
H48 -3.97 -0.72 -1.75
H49 -3.09 0.45 -2.76

=====

This record from the OMol25 dataset describes a molecular structure, C41H51Cl5GeN5S3SeTa. The level of theory is ωB97M-V/def2-TZVPD.

## Properties
HOMO level = -13.488 eV
Calculated total energy = -269315.9647 eV
Max |F| = 0.70 eV/Å
Net charge = +2
Orbital gap = 6.368 eV
Lowest unoccupied orbital energy = -7.1 eV

CARTESIAN COORDINATES (ANGSTROEM)
Ta1 0.05 -0.78 -0.02
C1 4.12 -0.49 -0.30
C2 3.45 -1.59 0.45
N1 2.17 -1.85 0.69
C3 2.05 -2.93 1.56
C4 3.22 -3.48 1.96
S1 4.52 -2.65 1.25
C5 0.74 -3.48 1.87
C6 0.48 -4.40 2.82
S2 -1.14 -4.92 2.67
C7 -1.39 -3.86 1.36
N2 -0.33 -3.13 1.06
C8 -2.74 -3.87 0.72
H1 3.54 -0.11 -1.13
H2 5.07 -0.85 -0.70
H3 4.33 0.33 0.38
H4 3.36 -4.35 2.58
H5 1.14 -4.81 3.56
H6 -2.94 -4.86 0.32
H7 -2.82 -3.15 -0.09
H8 -3.51 -3.65 1.46
Cl1 2.72 0.19 3.01
C9 1.11 -0.38 3.30
C10 0.18 -0.55 2.27
C11 -1.08 -0.93 2.72
Cl2 -2.27 -1.02 1.46
C12 -1.46 -1.20 4.02
Cl3 -3.05 -1.69 4.39
C13 -0.48 -1.06 5.01
Cl4 -0.87 -1.39 6.63
C14 0.79 -0.63 4.64
Cl5 1.97 -0.41 5.87
C15 -0.24 0.79 -3.81
C16 -1.07 2.04 -3.60
C17 -2.48 1.86 -4.18
C18 -1.15 2.72 -2.22
C19 -1.04 4.11 -2.31
C20 -1.34 4.94 -1.25
C21 -1.88 4.37 -0.11
C22 -2.01 2.99 0.05
C23 -2.84 2.62 1.28
C24 -4.09 1.80 0.93
C25 -2.04 2.13 2.48
C26 -1.49 2.15 -0.96
N3 -1.39 0.68 -0.81
C27 -2.42 0.06 -1.39
C28 -2.37 -1.28 -1.67
C29 -3.25 -2.10 -2.41
C30 -2.56 -3.25 -2.67
C31 -1.27 -3.15 -2.08
N4 -1.17 -1.97 -1.44
C32 -0.23 -4.24 -2.34
C33 -0.06 -4.30 -3.87
C34 -0.79 -5.58 -1.84
C35 1.15 -4.06 -1.73
H9 -0.21 0.58 -4.88
H10 -0.64 -0.09 -3.31
H11 0.79 0.96 -3.49
H12 -0.60 2.81 -4.22
H13 -2.96 0.95 -3.81
H14 -2.42 1.76 -5.26
H15 -3.13 2.71 -3.96
H16 -0.74 4.54 -3.25
H17 -1.23 6.01 -1.34
H18 -2.24 5.02 0.68
H19 -3.26 3.58 1.59
H20 -3.88 0.79 0.58
H21 -4.67 2.31 0.16
H22 -4.72 1.70 1.82
H23 -1.57 2.97 2.99
H24 -1.25 1.44 2.19
H25 -2.69 1.63 3.20
H26 -3.29 0.63 -1.66
H27 -4.24 -1.82 -2.75
H28 -2.91 -4.08 -3.26
H29 -0.99 -4.57 -4.38
H30 0.69 -5.05 -4.12
H31 0.27 -3.34 -4.27
H32 -1.79 -5.79 -2.22
H33 -0.82 -5.62 -0.75
H34 -0.13 -6.39 -2.18
H35 1.69 -3.21 -2.16
H36 1.74 -4.95 -1.97
H37 1.13 -3.97 -0.65
C36 2.52 5.77 1.44
Ge1 2.71 3.95 2.12
C37 4.36 3.12 1.47
C38 2.56 3.85 4.05
C39 1.12 2.96 1.40
Se1 1.63 1.46 0.30
C40 1.99 2.39 -1.35
H38 3.33 6.40 1.82
H39 1.57 6.20 1.75
H40 2.57 5.78 0.35
H41 5.17 3.85 1.55
H42 4.29 2.81 0.43
H43 4.63 2.26 2.08
H44 3.31 4.48 4.53
H45 2.71 2.82 4.40
H46 1.57 4.18 4.38
H47 0.48 3.60 0.80
H48 0.54 2.55 2.22
H49 2.73 3.15 -1.10
H50 1.09 2.86 -1.74
H51 2.42 1.70 -2.07
S3 2.72 -1.22 -3.87
C41 1.88 -1.00 -2.58
N5 1.27 -0.81 -1.57

=====

This record from the OMol25 dataset describes a molecular structure, C41H52KN8O5STe in a non-equilibrium geometry. The level of theory is ωB97M-V/def2-TZVPD.

## Properties
HOMO level (spin up / spin down) = -3.159 / -5.539 eV
Calculated total energy = -99962.2287 eV
Max |F| = 3.85 eV/Å
Net charge = 0
Multiplicity = 2
Orbital gap (spin up / spin down) = 2.858 / 5.238 eV
Lowest unoccupied orbital energy (spin up / spin down) = -0.3 / -0.3 eV

CARTESIAN COORDINATES (ANGSTROEM)
K1 15.60 14.60 6.36
C1 21.74 12.40 15.75
C2 20.93 12.92 14.60
C3 21.41 12.90 13.28
C4 20.53 13.35 12.24
C5 20.82 13.09 10.80
C6 19.39 14.14 12.56
Te1 18.44 15.40 11.12
N1 16.80 14.32 11.30
C7 15.89 14.04 10.39
O1 15.95 14.16 9.10
C8 14.62 13.38 10.90
C9 14.32 13.23 12.27
C10 13.03 12.81 12.71
C11 12.04 12.42 11.84
C12 12.30 12.60 10.41
C13 13.70 12.91 9.89
C14 17.84 17.43 11.76
C15 16.54 17.68 12.19
C16 15.35 16.77 11.92
C17 16.25 18.85 12.87
C18 17.18 19.90 12.81
C19 16.67 21.25 13.22
C20 18.46 19.71 12.29
C21 18.87 18.45 11.83
C22 20.26 18.08 11.47
C23 18.93 14.15 13.93
C24 17.74 14.96 14.29
C25 19.64 13.41 14.85
H1 21.15 11.69 16.29
H2 22.02 13.18 16.47
H3 22.67 11.89 15.35
H4 22.43 12.61 13.01
H5 21.12 12.07 10.51
H6 21.44 13.84 10.29
H7 19.80 13.22 10.34
H8 15.04 13.42 13.06
H9 12.84 12.87 13.74
H10 11.22 11.76 12.13
H11 11.82 11.80 9.82
H12 14.16 12.18 9.18
H13 14.35 17.30 12.04
H14 15.25 15.93 12.58
H15 15.34 16.43 10.91
H16 15.31 19.10 13.25
H17 15.58 21.15 13.21
H18 16.96 22.05 12.51
H19 17.04 21.54 14.22
H20 19.25 20.49 12.38
H21 20.87 18.98 11.57
H22 20.30 17.83 10.39
H23 20.65 17.19 12.04
H24 16.85 14.70 13.64
H25 17.79 16.09 14.22
H26 17.32 14.77 15.27
H27 19.26 13.35 15.90
N2 15.85 18.29 5.48
C26 15.20 19.30 6.20
C27 15.08 18.87 7.56
C28 15.56 17.57 7.52
N3 15.99 17.20 6.30
H28 15.85 18.19 4.48
H29 15.00 20.29 5.75
H30 14.76 19.41 8.39
H31 15.68 16.89 8.37
C29 22.18 12.73 6.01
C30 20.69 12.84 6.16
C31 19.81 11.83 6.58
C32 18.53 12.41 6.63
N4 18.63 13.71 6.25
N5 19.95 13.95 5.92
C33 17.22 11.85 7.15
H32 22.53 13.61 5.55
H33 22.47 11.90 5.34
H34 22.64 12.58 7.00
H35 20.09 10.80 6.77
H36 20.22 14.82 5.46
H37 17.45 11.16 7.99
H38 16.78 11.27 6.30
H39 16.63 12.70 7.46
C34 8.55 8.32 7.81
C35 8.19 9.80 7.83
S1 9.60 10.89 8.06
O2 10.54 10.58 7.02
O3 9.94 10.80 9.45
C36 8.81 12.51 7.74
C37 9.52 13.62 8.49
N6 10.98 13.62 8.47
C38 11.83 13.66 7.38
N7 13.09 13.82 7.70
C39 13.13 14.14 9.12
C40 11.74 13.93 9.71
N8 11.19 14.87 10.70
O4 9.97 14.97 10.82
O5 12.11 15.26 11.50
C41 11.47 13.57 5.94
H40 7.65 7.74 7.55
H41 8.92 7.84 8.75
H42 9.14 8.09 6.95
H43 7.50 10.01 8.71
H44 7.66 10.13 6.89
H45 7.81 12.32 8.10
H46 8.73 12.70 6.64
H47 9.30 13.51 9.57
H48 9.20 14.64 8.21
H49 13.73 15.03 9.26
H50 10.58 14.17 5.74
H51 11.18 12.53 5.65
H52 12.34 13.93 5.35